ORCA calculation (ωB97M-V/def2-TZVPD) on a 13-piece molecular cluster, C23H72F3N10O14 overall at a distorted geometry.

Geometry as XYZ:
```
122
Properties=species:S:1:pos:R:3:forces:R:3:lowdin_charge:R:1
C 1.37587 0.17493 1.95797 2.5039 -1.8419 2.4791 -0.460
O 0.29314 0.37976 2.82166 -1.6449 0.8520 -0.4064 -0.138
O 2.23184 -0.77125 2.57460 -1.4369 0.9700 -2.7808 -0.301
C 0.95140 0.14197 0.39055 -2.0982 -1.4395 1.5560 -0.564
F -0.31105 0.47274 0.04683 -2.1913 2.0387 1.2958 0.076
F 1.63758 1.02879 -0.27081 2.1579 0.4141 -1.1478 0.149
F 0.87857 -1.06488 -0.18974 2.6636 -1.6266 -0.3227 0.100
C -0.85031 -0.45863 2.94285 0.4443 1.2845 -0.8647 -0.265
C -1.71695 0.32202 3.89880 -0.5249 -1.0882 1.5189 -0.087
H -2.01928 1.33808 3.64519 0.4170 -0.1434 -0.6562 0.074
H -2.63514 -0.23662 4.08026 -0.2450 -0.0662 0.0325 0.065
H -1.22731 0.37668 4.87111 0.1061 0.0977 0.0991 0.068
H -0.54371 -1.47254 3.19993 -0.2029 -0.0181 0.6003 0.115
H -1.43921 -0.52417 2.02798 0.3097 -0.0799 -0.5669 0.101
H 1.87449 1.13958 2.05239 0.0642 0.5310 -0.5878 0.113
C 0.17812 -0.49240 -5.63483 -0.6651 -1.6533 -2.3695 -0.739
O -0.09698 -0.66748 -6.82859 -0.1961 1.0423 1.0309 0.007
N -0.53548 0.02875 -4.64428 -3.4031 2.3977 0.3496 0.139
N 1.22128 -0.98983 -5.03604 4.4465 -1.7259 1.5394 0.147
H -0.28341 -0.12677 -3.67869 -0.5331 0.3489 -0.3688 0.106
H -1.33689 0.58246 -4.91122 0.0516 -0.1795 0.5189 0.112
H 1.96170 -1.54714 -5.43764 -0.4458 0.2326 -0.2274 0.125
H 1.32961 -0.69428 -4.07634 0.7651 -0.4909 -0.3795 0.103
C 7.61556 -1.75789 1.48607 -1.1815 0.4074 0.8957 -0.823
O 8.74472 -1.90019 1.19508 4.3801 -0.8544 -1.0102 0.065
N 6.75193 -1.04380 0.82082 -2.6694 2.4441 -2.8486 0.163
N 7.02012 -2.21270 2.57553 -1.1434 -1.8705 3.2418 0.150
H 6.99362 -0.55352 -0.02848 -0.0037 -0.2430 0.2638 0.115
H 5.81579 -0.93609 1.18434 0.1550 0.2662 -0.4758 0.107
H 6.02560 -2.06816 2.67626 0.3560 -0.2136 0.3533 0.100
H 7.51222 -2.70941 3.30438 -0.0632 0.1487 -0.4445 0.111
C 2.70340 -5.18570 -2.36234 -0.1530 -0.3557 -3.1634 -0.749
O 3.35794 -5.34447 -3.39531 0.3189 0.0154 0.8435 0.001
N 1.37408 -5.05928 -2.42365 -3.3053 0.2285 -0.6989 0.140
N 3.11681 -5.12415 -1.12624 1.6328 -0.0082 2.5973 0.171
H 0.75672 -4.88649 -1.64320 0.4688 -0.0205 0.0228 0.097
H 0.87295 -5.16752 -3.29386 0.6082 0.0667 0.0283 0.109
H 4.08574 -5.31495 -0.91442 -0.3692 0.1653 0.1435 0.123
H 2.39714 -5.07648 -0.41921 0.7819 -0.0332 0.2503 0.112
C 7.76122 4.39456 -2.12759 -1.5989 1.2603 0.0457 -0.051
C 6.75885 3.51395 -1.23371 3.3386 1.7835 -1.0813 -0.466
C 5.59524 4.23646 -0.68182 -1.5917 2.3377 0.9233 -0.181
O 4.70712 4.95337 -1.64063 0.0826 -0.9293 1.0233 -0.213
C 3.56465 5.68192 -1.03618 2.0688 -1.3679 0.1710 -0.069
N 6.38441 2.44538 -2.03146 -1.6057 -2.4224 -1.4512 0.029
H 7.14972 4.74038 -2.96099 -0.1836 -0.3780 -0.4272 0.062
H 8.63137 3.91141 -2.57201 -0.1010 -0.4581 0.5046 0.065
H 8.04628 5.38437 -1.77105 0.3896 -0.1763 0.8662 0.060
H 7.35843 3.14954 -0.39955 -0.2134 0.0431 0.4315 0.134
H 5.98365 4.98357 0.01034 0.2088 0.4299 -0.0085 0.118
H 5.03171 3.59992 0.00035 -0.4484 -0.4547 -0.4662 0.125
H 3.98193 6.52138 -0.48003 -0.2026 0.6969 -0.6137 0.076
H 3.08086 5.13038 -0.23005 -0.2176 -0.6640 -0.3125 0.075
H 2.88400 5.85931 -1.86886 0.1545 0.4237 0.3403 0.085
H 7.09296 2.14365 -2.68492 0.2640 -0.0275 0.2178 0.076
H 5.62188 2.75141 -2.61883 -0.3393 -0.1628 -0.1314 0.080
C -1.87527 9.67571 -0.34764 2.5668 0.8035 0.5349 -0.090
C -2.50449 8.34593 -0.18118 -0.0314 -0.9932 0.3433 -0.457
C -1.92659 7.51648 1.05016 -1.2018 1.6859 0.8456 -0.186
O -2.57673 6.29704 1.36420 -0.3891 0.4883 -0.8040 -0.189
C -2.02419 5.10662 0.86581 0.9040 -0.1832 0.8242 -0.107
N -3.90765 8.59271 0.00965 -1.6054 -1.7319 0.2291 0.027
H -0.79607 9.53216 -0.29445 0.3739 0.1125 -0.0741 0.072
H -2.07647 10.33955 0.49316 -0.3762 -0.2100 0.2340 0.084
H -1.99702 10.30941 -1.22610 -0.6764 -0.6455 -0.3802 0.077
H -2.32595 7.61277 -0.96776 0.1537 0.4310 -0.9359 0.129
H -2.18479 8.08640 1.94270 0.2062 0.5054 0.0182 0.122
H -0.83744 7.50766 1.00809 0.1692 -0.6088 -0.2755 0.121
H -1.24062 4.78079 1.54989 0.5561 0.0879 -0.0146 0.083
H -1.56754 5.25267 -0.11308 -0.3699 -0.3983 -0.2733 0.086
H -2.73481 4.28879 0.98522 -0.3712 0.2862 -0.7620 0.089
H -4.29386 7.68745 -0.21715 -0.7379 -0.5465 0.8735 0.068
H -4.41403 9.10941 -0.69512 0.8396 0.8881 -0.3784 0.071
C -0.96930 -8.52101 -1.24911 1.2974 1.2119 0.0063 -0.094
C -2.44542 -8.41772 -0.94491 1.2908 1.8512 0.2824 -0.407
C -2.75245 -6.98315 -0.21035 0.5240 -3.1009 -1.0807 -0.190
O -1.97128 -6.93534 0.92975 0.4176 0.1973 0.6054 -0.203
C -2.38530 -5.88631 1.75969 0.7520 0.4643 0.6899 -0.120
N -3.22100 -8.48190 -2.18769 -0.1578 0.0523 1.2148 0.032
H -0.55353 -9.51427 -1.41843 -0.4722 -0.1580 -0.3373 0.076
H -0.36341 -8.13495 -0.42937 -0.2638 -0.1253 0.4739 0.071
H -0.66064 -7.83637 -2.03910 -0.1829 -0.2145 -0.5561 0.072
H -2.51255 -9.22769 -0.21858 -1.2796 -0.0632 0.2547 0.125
H -3.78876 -7.02582 0.12478 -0.4536 0.4971 -0.5509 0.114
H -2.46315 -6.16777 -0.87334 -0.5654 0.0980 -0.3134 0.126
H -3.39690 -6.02709 2.14041 -0.0991 -0.2148 0.1921 0.085
H -2.35661 -4.89620 1.30477 -0.0413 0.0502 -0.6204 0.087
H -1.64339 -5.81376 2.55494 -0.2945 -0.2230 0.2893 0.093
H -2.91247 -9.24907 -2.76765 -0.0256 -0.1510 -0.0004 0.067
H -4.16591 -8.65972 -1.87847 -0.4083 -0.1370 -0.5570 0.063
C -6.85135 2.30040 -2.35626 -0.9885 2.5672 -0.3404 -0.109
C -6.72639 0.87255 -2.65759 1.0554 -1.5521 0.2834 -0.442
C -6.98139 0.41524 -4.15881 0.0145 1.3814 1.8431 -0.191
O -6.79748 -0.95490 -4.35348 0.9604 0.7640 -0.0790 -0.182
C -7.97431 -1.68284 -4.28754 -0.2853 0.0446 -0.4882 -0.124
N -5.41539 0.48621 -2.14193 -0.0165 -0.6042 0.4658 0.031
H -7.83957 2.72283 -2.53816 -0.2918 -0.1179 -0.7073 0.074
H -6.13908 2.90333 -2.91950 0.1269 0.1199 -0.0097 0.081
H -6.76678 2.56674 -1.30269 0.6565 -0.5755 0.0826 0.083
H -7.37560 0.41432 -1.91149 -0.5925 -0.6472 -0.5711 0.134
H -6.29154 0.99423 -4.77279 0.2557 -0.2250 -0.1434 0.124
H -7.97964 0.77185 -4.41268 -0.3456 -0.2757 -0.3119 0.115
H -7.65695 -2.71915 -4.40347 -0.5135 -0.0855 0.4617 0.096
H -8.61580 -1.41181 -5.12607 -0.2232 -0.1165 -0.3107 0.083
H -8.54066 -1.41428 -3.39578 -0.0164 -0.6147 0.3959 0.087
H -4.59240 0.72946 -2.67449 -0.2123 -0.0777 -0.2611 0.073
H -5.41744 -0.48529 -1.86571 0.4157 0.0187 -0.3037 0.069
O 4.69984 0.00166 6.01888 0.2079 0.1349 0.1898 -0.055
H 4.78980 -0.85879 6.42847 0.0400 -0.1627 0.0934 0.019
H 4.09664 -0.14159 5.28959 -0.3280 -0.0021 -0.4188 0.019
O 0.34684 -2.61268 7.05305 -0.2486 -0.1842 0.1169 -0.050
H 0.79208 -2.24296 7.81550 0.0586 0.1392 0.1919 0.028
H 0.99420 -2.56311 6.34970 0.0917 0.0547 -0.3521 0.026
O -3.71962 -3.15495 7.51586 -0.2028 0.0481 0.2086 -0.056
H -4.13399 -3.68078 6.83173 -0.1058 -0.0982 -0.1602 0.026
H -2.78472 -3.19204 7.31388 0.3812 0.0762 -0.0554 0.022
O 2.60851 -4.90691 3.98590 -0.0867 -0.2524 0.0000 -0.056
H 2.70218 -3.97618 3.78297 -0.0896 0.4646 -0.2616 0.022
H 3.19127 -5.04976 4.73170 0.1235 -0.0912 0.1645 0.022
O 2.16965 2.83859 5.32171 0.0235 0.3340 0.2429 -0.056
H 2.88315 2.54142 4.75704 0.1522 -0.1444 -0.1456 0.025
H 1.45505 2.22588 5.14803 -0.2250 -0.2594 -0.1901 0.022
```
Positions in Å, forces in eV/Å.

Calculated values
highest occupied orbital energy = -4.84 eV
energy relative to the best compared isomer or geometry (same formula, charge and spin) = 634.1 kJ/mol
F_max = 0.0975 hartree/bohr
Kohn-Sham gap = 6.65 eV
total charge = -1